{"formula": "C22H32BO4", "method": "ωB97M-V/def2-TZVPD", "species": ["C", "C", "C", "C", "C", "B", "C", "C", "C", "C", "C", "H", "H", "H", "H", "H", "H", "H", "H", "H", "H", "H", "H", "H", "H", "H", "H", "H", "H", "H", "H", "H", "H", "H", "H", "C", "C", "C", "O", "C", "C", "C", "O", "H", "H", "H", "H", "C", "C", "C", "O", "C", "C", "C", "O", "H", "H", "H", "H"], "coordinates": [[-4.100, 2.188, -0.289], [-3.677, 0.771, -0.663], [-2.517, 0.672, -1.647], [-1.245, 1.467, -1.332], [-1.386, 2.956, -1.670], [-0.616, 1.226, 0.181], [-0.567, -0.357, 0.648], [0.486, -0.626, 1.742], [0.044, -1.566, 2.875], [1.179, -2.451, 3.426], [-0.594, -0.782, 4.019], [-4.171, 2.830, -1.165], [-3.368, 2.631, 0.385], [-5.061, 2.170, 0.226], [-3.436, 0.224, 0.247], [-4.544, 0.264, -1.102], [-2.908, 0.938, -2.641], [-2.227, -0.382, -1.697], [-0.488, 1.079, -2.030], [-2.105, 3.120, -2.484], [-1.731, 3.538, -0.815], [-0.437, 3.371, -2.005], [-1.250, 1.904, 1.006], [0.550, 1.663, 0.165], [-0.376, -1.028, -0.197], [-1.536, -0.644, 1.073], [1.399, -1.023, 1.295], [0.737, 0.342, 2.180], [-0.730, -2.229, 2.481], [1.670, -1.923, 4.244], [1.884, -2.679, 2.630], [0.771, -3.386, 3.809], [-0.776, -1.422, 4.885], [-1.547, -0.351, 3.716], [0.054, 0.039, 4.326], [-1.811, 3.383, -6.429], [-2.805, 2.885, -7.159], [-3.295, 1.497, -6.950], [-4.197, 1.047, -7.628], [-2.647, 0.694, -5.887], [-1.650, 1.187, -5.157], [-1.144, 2.567, -5.380], [-0.239, 3.008, -4.713], [-1.438, 4.391, -6.559], [-3.306, 3.455, -7.931], [-3.041, -0.303, -5.736], [-1.175, 0.634, -4.356], [5.876, -1.656, 4.095], [5.128, -2.162, 3.118], [4.978, -3.630, 2.948], [4.309, -4.097, 2.054], [5.683, -4.510, 3.918], [6.430, -4.001, 4.892], [6.588, -2.533, 5.056], [7.276, -2.075, 5.944], [5.999, -0.590, 4.240], [4.593, -1.542, 2.410], [5.550, -5.575, 3.778], [6.955, -4.619, 5.610]], "multiplicity": 1, "lumo_energy_ha": 0.007, "total_charge": -1, "orbital_gap_ha": 0.182, "energy_ha": -1183.2488, "homo_ev": -4.7720}